1.
The following is a quantum chemistry calculation of a cluster of 10 separate species, C14H46BF4O13 in total in a non-equilibrium geometry, from the OMol25 dataset.

Geometry as XYZ:
```
78
Properties=species:S:1:pos:R:3
B 3.768 25.832 3.787
F 3.334 24.663 3.232
F 2.830 26.399 4.643
F 4.936 25.654 4.581
F 4.039 26.734 2.834
O 4.614 26.806 0.201
H 4.217 26.704 1.066
H 4.446 25.973 -0.240
O 4.268 27.767 6.444
H 4.353 28.453 5.782
H 4.227 26.953 5.943
O 1.024 27.385 6.661
H 1.001 27.557 7.602
H 1.937 27.163 6.479
C 5.058 22.909 -0.695
C 5.644 23.070 0.737
O 7.029 23.461 0.672
O 4.482 24.058 -1.341
H 4.304 22.127 -0.601
H 5.835 22.573 -1.381
H 5.602 22.137 1.299
H 5.011 23.779 1.271
H 7.009 24.407 0.510
H 4.174 23.764 -2.201
C -0.241 27.303 3.005
C 0.623 28.557 2.686
O 1.779 28.617 3.565
O -0.852 27.333 4.303
H 0.338 26.390 2.863
H -1.102 27.235 2.340
H -0.004 29.447 2.731
H 0.923 28.407 1.649
H 2.282 27.812 3.420
H -0.176 27.405 4.980
C 4.749 22.168 4.331
C 5.346 20.696 4.246
O 6.392 20.719 3.263
O 5.754 23.126 4.323
H 4.087 22.219 5.196
H 4.150 22.500 3.483
H 4.500 20.161 3.815
H 5.538 20.231 5.213
H 6.797 21.589 3.313
H 5.434 24.008 4.528
C -0.444 23.055 5.349
C 0.594 24.146 5.123
O 1.804 24.114 5.850
O -0.914 23.031 6.689
H 0.069 22.113 5.156
H -1.293 23.163 4.673
H 0.210 25.165 5.174
H 0.839 23.886 4.093
H 2.525 24.599 5.442
H -0.147 23.339 7.178
C 9.940 24.629 2.061
C 9.357 24.075 3.451
C 8.417 25.103 4.185
O 8.533 22.978 3.030
H 9.138 25.218 1.618
H 10.138 23.924 1.254
H 10.767 25.295 2.311
H 10.159 23.718 4.098
H 8.935 26.062 4.213
H 8.006 24.802 5.149
H 7.608 25.325 3.489
H 7.925 23.261 2.343
C -0.232 21.185 1.641
C 1.093 21.396 0.949
C 2.172 21.152 1.928
O 1.112 20.441 -0.088
H -0.246 20.525 2.508
H -1.042 20.974 0.942
H -0.594 22.112 2.086
H 1.151 22.385 0.494
H 2.094 20.225 2.496
H 2.247 21.972 2.643
H 3.159 21.119 1.468
H 2.037 20.184 -0.113
```

Charge   -1
Highest occupied orbital energy   -0.2639 hartree
Energy above the lowest of the compared OMol25 structures with the same formula, charge and spin   0.6002 eV
Frontier orbital gap   9.459 eV
E_tot   -1963.687294 hartree


2.
The following is a quantum chemistry calculation of an isolated molecule of C4H5NO in a non-equilibrium geometry, from the OMol25 dataset.

Geometry as XYZ:
```
11
Properties=species:S:1:pos:R:3
C 1.585 0.450 0.002
N 0.979 0.308 1.110
C -0.249 -0.425 0.809
C -1.248 0.374 -0.063
C -0.234 -0.537 -0.675
O 1.005 -0.019 -1.131
H 2.573 0.888 -0.129
H -0.467 -1.202 1.537
H -1.077 1.431 0.079
H -2.283 0.156 -0.357
H -0.585 -1.425 -1.182
```

Charge   0
Highest occupied orbital energy   -0.3509 hartree
Structure (SMILES)   C1=N[C@H]2C[C@H]2O1
Energy above the lowest of the compared OMol25 structures with the same formula, charge and spin   1.7230 eV
Frontier orbital gap   10.604 eV
E_tot   -285.351268 hartree


3.
The following is a quantum chemistry calculation of an isolated molecule of C3H7NO3 in a non-equilibrium geometry, from the OMol25 dataset.

Geometry as XYZ:
```
14
Properties=species:S:1:pos:R:3
N 1.658 -0.864 0.247
C 0.992 0.496 0.537
C -0.038 0.919 -0.670
O -1.450 1.033 -0.271
C -1.941 -0.175 0.411
O -2.921 0.013 1.334
O -1.472 -1.554 0.208
H 1.095 -1.395 -0.466
H 2.630 -0.707 -0.143
H 1.833 1.332 0.603
H 0.507 0.441 1.602
H 0.293 2.012 -1.019
H 0.147 0.226 -1.613
H -1.334 -1.776 -0.759
```

Charge   0
Highest occupied orbital energy   -0.3601 hartree
Structure (SMILES)   NCCOC(=O)O
Energy above the lowest of the compared OMol25 structures with the same formula, charge and spin   4.3879 eV
Frontier orbital gap   10.017 eV
E_tot   -398.876407 hartree


4.
The following is a quantum chemistry calculation of an isolated molecule of C5H7NO, from the OMol25 dataset.

Geometry as XYZ:
```
14
Properties=species:S:1:pos:R:3
O 1.355 -0.935 1.393
C 0.598 -1.623 0.744
C -0.415 -1.138 -0.236
C -1.105 0.170 -0.031
C -0.190 1.318 0.416
C 0.676 0.949 -0.803
N -0.307 -0.081 -1.259
H 0.562 -2.722 0.907
H -1.001 -1.953 -0.663
H -2.192 0.197 -0.004
H 0.282 1.265 1.398
H -0.677 2.291 0.295
H 1.666 0.547 -0.580
H 0.750 1.715 -1.578
```

Charge   0
Highest occupied orbital energy   -0.3490 hartree
Structure (SMILES)   O=C[C@H]1[C@H]2CCN21
Energy above the lowest of the compared OMol25 structures with the same formula, charge and spin   2.7825 eV
Frontier orbital gap   10.312 eV
E_tot   -324.622211 hartree


5.
The following is a quantum chemistry calculation of an isolated molecule of C8H8O2 in a non-equilibrium geometry, from the OMol25 dataset.

Geometry as XYZ:
```
18
Properties=species:S:1:pos:R:3
C -0.241 2.186 0.512
C 0.036 0.930 0.661
C 1.384 0.229 0.884
C 1.878 -0.387 -0.380
C 1.074 -1.431 -0.552
C 0.230 -1.563 0.724
O 1.079 -0.925 1.648
C -0.896 -0.519 0.501
C -2.167 -0.564 -0.279
O -2.155 -0.633 1.110
H -1.178 2.741 0.522
H 0.679 2.812 0.600
H 2.168 0.685 1.531
H 2.514 -0.039 -1.120
H 0.910 -2.060 -1.402
H 0.145 -2.637 1.094
H -2.678 0.283 -0.853
H -2.278 -1.516 -0.692
```

Charge   0
Highest occupied orbital energy   -0.3419 hartree
Structure (SMILES)   C=C1[C@@H]2C=C[C@@H](O2)[C@]12CO2
Energy above the lowest of the compared OMol25 structures with the same formula, charge and spin   3.5734 eV
Frontier orbital gap   10.281 eV
E_tot   -459.951507 hartree


6.
The following is a quantum chemistry calculation of a cluster of 2 separate species, CH2OS2 in total in a non-equilibrium geometry, from the OMol25 dataset.

Geometry as XYZ:
```
6
Properties=species:S:1:pos:R:3
C 0.377 0.110 -0.261
H -0.655 -2.040 0.919
H -0.657 1.705 0.071
O 0.216 1.501 -0.168
S -1.110 -0.678 -0.313
S 1.829 -0.597 -0.248
```

Charge   0
Highest occupied orbital energy   -0.3289 hartree
Energy above the lowest of the compared OMol25 structures with the same formula, charge and spin   2.5676 eV
Frontier orbital gap   7.316 eV
E_tot   -910.821224 hartree


7.
The following is a quantum chemistry calculation of a cluster of 3 separate species, C2H8O2 in total in a non-equilibrium geometry, from the OMol25 dataset.

Geometry as XYZ:
```
12
Properties=species:S:1:pos:R:3
C -0.591 -2.339 -0.308
C 0.136 2.199 0.105
H 0.422 -0.744 -0.500
H -0.733 -3.050 -1.196
H 0.065 -2.887 0.397
H -1.464 -2.038 0.250
H 1.543 1.817 1.678
H -0.899 1.977 0.253
H 0.324 3.209 0.660
H 0.308 2.133 -1.023
O 0.055 -1.384 -1.045
O 0.832 1.107 0.728
```

Charge   0
Highest occupied orbital energy   -0.3691 hartree
Energy above the lowest of the compared OMol25 structures with the same formula, charge and spin   3.4047 eV
Frontier orbital gap   9.725 eV
E_tot   -231.337191 hartree


8.
The following is a quantum chemistry calculation of an isolated molecule of C9H12NO2P in a non-equilibrium geometry, from the OMol25 dataset.

Geometry as XYZ:
```
25
Properties=species:S:1:pos:R:3
C 2.670 2.519 0.494
C 1.368 2.622 0.963
C 3.122 1.203 0.313
C 0.482 1.511 0.839
C 2.261 0.134 0.294
C 0.921 0.260 0.504
C -2.587 -0.815 2.089
C -2.538 -1.494 0.975
C -0.801 -1.383 -2.843
N -1.337 -1.988 -1.672
O -2.002 0.508 -0.957
O 0.110 -0.818 0.522
P -1.748 -0.844 -0.507
H 3.258 3.341 0.321
H 0.980 3.560 1.218
H 4.150 0.936 0.215
H -0.431 1.455 1.302
H 2.626 -0.916 0.249
H -2.795 -1.202 3.060
H -2.399 0.200 2.087
H -2.807 -2.606 1.041
H -0.998 -1.913 -3.744
H -1.083 -0.329 -2.900
H 0.271 -1.372 -2.593
H -0.693 -2.569 -1.271
```

Charge   0
Highest occupied orbital energy (alpha / beta)   -0.1593 / -0.3350 hartree
<S²>   2.05
Energy above the lowest of the compared OMol25 structures with the same formula, charge and spin   0.9413 eV
Multiplicity   3
Frontier orbital gap (alpha / beta)   4.858 / 5.781 eV
E_tot   -896.544038 hartree